ORCA calculation (ωB97M-V/def2-TZVPD) on 2 unconnected molecules or ions with the total composition C4H9ClFNOS.

Each line ends with the Mulliken charge.
Atoms and positions in Å:
Cl  -1.19  -1.87  1.11  -0.178
C  -1.59  -0.12  1.16  0.032
H  0.11  0.41  2.32  0.298
H  -1.32  -0.99  3.86  0.343
H  -2.68  -0.06  1.15  0.290
H  0.01  1.57  -0.80  0.208
H  1.05  0.15  -3.53  0.312
H  -2.62  0.20  3.74  0.326
H  -1.16  1.63  2.24  0.312
O  2.31  -1.37  -2.98  -0.540
H  2.50  0.07  -0.95  0.267
F  -1.11  0.45  0.02  -0.276
H  -1.10  0.63  4.52  0.334
N  1.85  0.41  -1.65  -0.237
S  1.14  1.94  -1.42  -0.150
C  -0.97  0.56  2.37  -0.339
C  1.73  -0.32  -2.80  0.189
C  -1.54  0.07  3.70  -1.192

Calculated values
molecular weight: 173.6 g mol⁻¹
net charge: 0
E: -1246.04301 hartree
HOMO energy: -9.850 eV

=====

ORCA calculation (ωB97M-V/def2-TZVPD) on a gas-phase ion, C4H9F3N2 (charge +2) at a distorted geometry.

Each line ends with the Mulliken charge.
Atoms and positions in Å:
H  2.36  1.37  1.19  0.381
H  1.47  -1.02  -0.42  0.351
H  3.28  0.97  -0.07  0.342
F  -1.98  1.14  -0.88  -0.088
N  2.43  1.41  0.18  -0.268
F  -3.18  -0.38  0.12  -0.081
F  -1.88  1.01  1.24  -0.076
H  0.34  1.68  0.08  0.392
H  -2.09  -2.32  -0.59  0.394
C  -1.36  -2.13  0.14  -1.106
H  2.56  2.41  0.03  0.385
N  -1.96  0.23  0.13  0.606
C  -0.64  -0.91  -0.08  0.460
H  -0.48  -2.86  -0.06  0.357
H  -1.63  -2.63  1.11  0.395
H  1.10  1.30  -1.43  0.325
C  1.07  1.06  -0.38  -0.501
C  0.58  -0.34  -0.30  -0.267

Calculated values
molecular weight: 142.1 g mol⁻¹
net charge: +2
E: -565.94522 hartree
energy relative to the best compared isomer or geometry (same formula, charge and spin): 55.53 kJ/mol
HOMO energy: -19.558 eV

=====

ORCA calculation (ωB97M-V/def2-TZVPD) on 2 unconnected molecules or ions with the total composition C4H9F3OP at a distorted geometry.

Each line ends with the Mulliken charge.
Atoms and positions in Å:
C  -2.18  0.00  -1.25  -1.151
H  -1.35  -1.16  1.63  0.353
O  3.14  1.30  0.63  -0.180
F  1.57  -0.92  0.57  -0.269
H  1.57  2.21  -0.35  0.311
H  -2.79  0.98  -1.04  0.291
F  -0.09  -2.39  0.33  -0.197
H  -1.89  -0.13  -2.23  0.391
H  -2.42  0.35  1.73  0.387
H  3.81  0.65  0.59  0.415
H  -2.94  -0.70  -1.20  0.439
C  0.41  -1.32  -0.20  0.691
C  -1.41  -0.09  1.60  -1.006
H  2.58  0.75  -1.15  0.375
H  -0.67  0.34  2.29  0.290
P  -0.75  0.24  -0.15  0.123
C  2.49  1.48  -0.41  -0.031
F  0.92  -1.58  -1.39  -0.232

Calculated values
molecular weight: 161.1 g mol⁻¹
net charge: +1
E: -873.63889 hartree
energy relative to the best compared isomer or geometry (same formula, charge and spin): 138.43 kJ/mol
HOMO energy: -13.056 eV

=====

ORCA calculation (ωB97M-V/def2-TZVPD) on 2 unconnected molecules or ions with the total composition C4H9FN at a distorted geometry.

Each line ends with the Mulliken charge.
Atoms and positions in Å:
C  -1.66  -0.49  -0.37  -0.055
H  2.69  1.17  0.25  0.304
H  -3.30  -0.09  0.54  0.343
H  3.20  -0.43  -0.90  0.287
C  2.65  0.04  0.11  -0.879
H  -1.44  -0.59  -1.44  0.353
C  -2.43  0.53  0.33  -0.885
H  -1.62  -1.40  0.24  0.273
F  0.29  1.55  -0.20  -0.196
C  1.35  -0.55  0.00  0.128
H  1.08  -1.64  -0.29  0.308
H  -1.89  0.70  1.21  0.370
N  0.26  0.11  -0.10  -0.004
H  -2.48  1.56  -0.22  0.296
H  3.32  -0.49  0.84  0.356

Calculated values
molecular weight: 90.1 g mol⁻¹
net charge: +1
E: -311.99704 hartree
energy relative to the best compared isomer or geometry (same formula, charge and spin): 471.35 kJ/mol
HOMO energy: -16.082 eV